Entry 1:
C12H36N12O24 | ωB97M-V/def2-TZVPD

Atoms and positions in Å:
1 C -5.7899 -14.6870 23.5054
2 N -6.6744 -13.8877 24.5196
3 O -6.6018 -12.6860 24.3972
4 O -7.3155 -14.4654 25.4293
5 H -5.7683 -14.2082 22.5264
6 H -6.1588 -15.7104 23.4379
7 H -4.7838 -14.7332 23.9223
8 C -4.3890 -11.7260 23.4358
9 N -3.7838 -12.8025 24.2393
10 O -4.2270 -13.1236 25.3399
11 O -2.7227 -13.2389 23.8100
12 H -3.9477 -10.8408 23.8937
13 H -5.4502 -11.6112 23.6568
14 H -4.0633 -11.8351 22.4013
15 C -3.7813 -14.1036 16.2822
16 N -4.9194 -14.0310 17.3184
17 O -4.6685 -14.3319 18.5046
18 O -5.9843 -13.6684 16.9236
19 H -4.2646 -13.8710 15.3333
20 H -3.2298 -15.0432 16.3128
21 H -2.9916 -13.4447 16.6430
22 C -7.9587 -11.7734 22.6413
23 N -8.9074 -10.6113 22.7505
24 O -8.6434 -9.7610 23.6176
25 O -9.7320 -10.5217 21.8344
26 H -8.5757 -12.6391 22.8820
27 H -7.0529 -11.6763 23.2397
28 H -7.6329 -11.8547 21.6043
29 C -1.7341 -14.6414 21.9479
30 N -2.3237 -13.3998 21.4574
31 O -3.5445 -13.3066 21.2997
32 O -1.4674 -12.6059 21.0284
33 H -2.4113 -14.7088 22.7994
34 H -0.6993 -14.4953 22.2577
35 H -1.7872 -15.4119 21.1788
36 C -8.7106 -12.3743 20.0290
37 N -8.0720 -13.0826 18.8494
38 O -7.6888 -14.2248 18.9392
39 O -8.2540 -12.5086 17.7960
40 H -9.3692 -11.5841 19.6684
41 H -7.9253 -11.8175 20.5402
42 H -9.3317 -13.0588 20.6067
43 C -8.0814 -15.2422 20.9296
44 N -8.8536 -16.4568 21.4508
45 O -8.7060 -16.6144 22.6915
46 O -9.4868 -17.1676 20.6551
47 H -8.5269 -15.1393 19.9402
48 H -6.9975 -15.1950 21.0341
49 H -8.5846 -14.3305 21.2515
50 C -6.0797 -11.6594 18.2548
51 N -4.7012 -11.6792 17.6595
52 O -4.4712 -11.1960 16.5476
53 O -3.8238 -11.9573 18.4671
54 H -6.6331 -12.5757 18.0496
55 H -6.4665 -10.7734 17.7513
56 H -6.0906 -11.3921 19.3115
57 C -6.3450 -8.3387 21.4232
58 N -5.9228 -9.7588 21.5546
59 O -6.3295 -10.4881 20.6756
60 O -5.2972 -10.1420 22.5243
61 H -7.4118 -8.4193 21.6322
62 H -5.9960 -8.0001 20.4477
63 H -6.0476 -7.7143 22.2657
64 C -3.7582 -10.6903 20.3187
65 N -2.4143 -10.5759 20.9319
66 O -1.4329 -10.3718 20.2223
67 O -2.4393 -10.6611 22.1924
68 H -3.9013 -11.7552 20.1352
69 H -3.6504 -10.1379 19.3853
70 H -4.5248 -10.3169 20.9978
71 C -5.6484 -16.7034 19.2233
72 N -6.9690 -17.3591 18.9694
73 O -7.7569 -16.9487 18.1042
74 O -7.1990 -18.4078 19.5418
75 H -5.0889 -17.2976 19.9458
76 H -5.9314 -15.7545 19.6790
77 H -5.2927 -16.7767 18.1956
78 C -5.5199 -13.6022 20.2010
79 N -6.3146 -12.9141 21.2093
80 O -5.8214 -11.9005 21.7445
81 O -7.2054 -13.6336 21.6886
82 H -5.1002 -14.4663 20.7161
83 H -4.6648 -13.0420 19.8229
84 H -6.0950 -13.8584 19.3112

The molar mass comes out at 732.48 g/mol. The energy above the lowest of the compared OMol25 structures with the same formula, charge and spin comes out at 26.1444 eV. As for the charge: 0. As for the energy: -79989.972 eV. As for the SMILES: C[N+](=O)[O-].C[N+](=O)[O-].C[N+](=O)[O-].C[N+](=O)[O-].C[N+](=O)[O-].C[N+](=O)[O-].C[N+](=O)[O-].C[N+](=O)[O-].C[N+](=O)[O-].C[N+](=O)[O-].C[N+](=O)[O-].C[N+](=O)[O-].

=====

Entry 2:
C16H17NO | ωB97M-V/def2-TZVPD

Atoms and positions in Å:
1 C 2.5364 2.0176 2.7596
2 C 0.8342 -1.2745 2.2233
3 C 0.8031 0.1193 2.1587
4 C 2.1379 0.5951 2.4744
5 C 2.9083 -0.5221 2.4959
6 C -0.3112 -2.0481 2.0650
7 C -1.5019 -1.4116 1.8232
8 C -1.5012 -0.0143 1.5949
9 C -0.3970 0.7593 1.8457
10 N 2.1186 -1.6649 2.5554
11 H -0.2809 -3.0653 2.4120
12 H -2.3628 -1.9892 1.5358
13 H 2.4314 -2.5957 2.3476
14 H -2.4643 0.4264 1.3762
15 H 3.9766 -0.6124 2.4934
16 H -0.5402 1.8223 1.6827
17 H 3.5946 2.0580 3.0101
18 H 1.9943 2.2855 3.6831
19 H 2.0068 2.6432 2.0322
20 C -1.9774 2.3347 -2.0392
21 C -2.1725 -0.1061 -2.5740
22 C -1.3778 1.0128 -2.4021
23 C -1.5781 -1.3247 -2.9225
24 C -0.2309 -1.4214 -3.1643
25 C 0.0029 0.8708 -2.5514
26 C 0.5864 -0.3059 -2.9620
27 O 0.4214 -2.5257 -3.6305
28 H -3.2401 -0.1246 -2.4550
29 H -2.2215 -2.1910 -2.9901
30 H -2.8751 2.6161 -2.5890
31 H -1.3163 3.1908 -2.2357
32 H 0.5962 1.7654 -2.3819
33 H -0.1592 -3.3089 -3.6598
34 H 1.6488 -0.4540 -3.0523
35 H -2.0900 2.4431 -0.9593

The molar mass comes out at 239.32 g/mol. The energy above the lowest of the compared OMol25 structures with the same formula, charge and spin comes out at 0.8926 eV. As for the charge: 0. As for the energy: -20404.934 eV. As for the SMILES: Cc1c[nH]c2ccccc12.Cc1ccc(O)cc1.

=====

Entry 3:
C20H57N3O11 | ωB97M-V/def2-TZVPD

Atoms and positions in Å:
1 C -5.6024 -0.3944 1.0576
2 C -5.3339 -0.3181 -0.4474
3 C -6.3995 -0.9595 -1.4130
4 O -6.7830 -2.2582 -1.0358
5 C -7.2560 -3.1037 -2.0709
6 N -5.0058 1.0584 -0.8448
7 H -4.9931 0.2923 1.6453
8 H -5.3816 -1.3672 1.4967
9 H -6.6229 -0.0942 1.2955
10 H -4.4670 -0.9442 -0.6589
11 H -5.9630 -0.9057 -2.4104
12 H -7.2803 -0.3203 -1.4742
13 H -8.0053 -2.6484 -2.7185
14 H -7.6928 -3.9535 -1.5464
15 H -6.4404 -3.4033 -2.7290
16 H -5.6942 1.6577 -0.4123
17 H -5.2907 1.2012 -1.8032
18 C 3.3341 4.3111 -0.1646
19 C 2.8869 3.2143 -1.0822
20 C 1.7962 3.6089 -2.0930
21 O 0.5336 3.3642 -1.4111
22 C -0.5427 3.8423 -2.1995
23 N 4.0756 2.6616 -1.7322
24 H 3.9316 5.0155 -0.7435
25 H 3.9828 3.9693 0.6418
26 H 2.4598 4.8573 0.1894
27 H 2.5364 2.4686 -0.3687
28 H 1.8174 3.0165 -3.0077
29 H 1.9709 4.6302 -2.4316
30 H -0.7313 3.2023 -3.0614
31 H -0.3322 4.8021 -2.6714
32 H -1.4305 3.8033 -1.5682
33 H 4.6748 2.3602 -0.9770
34 H 3.8607 1.8463 -2.2882
35 C 3.8639 -0.6804 -0.8889
36 C 4.0120 -2.1886 -0.9876
37 C 4.6926 -2.6451 -2.2619
38 O 4.8240 -4.0887 -2.2250
39 C 5.6678 -4.5909 -3.2280
40 N 4.6445 -2.6488 0.2074
41 H 3.2051 -0.4596 -0.0490
42 H 3.4497 -0.2514 -1.8013
43 H 4.8634 -0.2478 -0.8466
44 H 3.0434 -2.6884 -0.9799
45 H 5.6884 -2.2039 -2.2197
46 H 4.2301 -2.3409 -3.2009
47 H 5.7482 -5.6735 -3.3265
48 H 6.6743 -4.1934 -3.0971
49 H 5.5011 -4.1637 -4.2169
50 H 5.5840 -2.2891 0.2971
51 H 4.7827 -3.6385 0.0607
52 C -0.1731 0.4002 0.5746
53 C -1.5554 0.2947 -0.1223
54 O -2.4169 1.2688 0.4667
55 O -0.3003 0.4758 2.0118
56 H 0.3580 1.2459 0.1377
57 H 0.5307 -0.3997 0.3449
58 H -1.8307 -0.7598 -0.1035
59 H -1.3981 0.5458 -1.1712
60 H -3.2500 1.1032 0.0194
61 H -1.0491 1.0659 2.1243
62 C -1.3386 4.4210 1.3214
63 C -1.4588 4.1825 2.8286
64 O -1.6607 2.8258 3.0675
65 O -2.5088 4.0459 0.6382
66 H -0.5378 3.9826 0.7259
67 H -1.2536 5.4844 1.0975
68 H -2.3913 4.6637 3.1236
69 H -0.6429 4.6369 3.3908
70 H -1.5209 2.6139 3.9933
71 H -2.4726 3.0867 0.6522
72 C -2.0969 -3.5138 1.0000
73 C -0.8778 -3.0478 1.7671
74 O -1.1674 -2.0272 2.7411
75 O -2.8633 -4.1903 1.9590
76 H -1.8527 -4.0405 0.0774
77 H -2.6309 -2.5983 0.7454
78 H -0.1234 -2.7170 1.0532
79 H -0.3519 -3.8527 2.2805
80 H -0.6683 -1.2279 2.5578
81 H -2.9424 -3.6048 2.7157
82 C 2.6271 -1.9839 3.0091
83 C 3.2626 -0.6143 2.8872
84 O 4.5211 -0.5037 2.1811
85 O 2.3866 -2.4426 1.7227
86 H 1.6424 -1.9612 3.4759
87 H 3.2406 -2.7393 3.5002
88 H 3.3776 -0.2520 3.9087
89 H 2.5831 0.0986 2.4200
90 H 4.5154 -1.1322 1.4555
91 H 3.2018 -2.3534 1.2236

The molar mass comes out at 515.69 g/mol. The energy above the lowest of the compared OMol25 structures with the same formula, charge and spin comes out at 1.7471 eV. As for the charge: 0. As for the energy: -48652.716 eV. As for the SMILES: COC[C@H](C)N.COC[C@H](C)N.COC[C@H](C)N.OCCO.OCCO.OCCO.OCCO.